# 1
Entry from the OMol25 dataset: 2 unconnected molecules or ions with the total composition C3H6O3 (ωB97M-V/def2-TZVPD).

Each line ends with the natural charge from an NBO analysis.
Cartesian coordinates (Å):
C 0.23282 -0.45215 0.28679  0.7947
C -1.08545 -0.31492 1.03897  -0.7069
C 1.02518 2.38756 -1.27078  0.2154
O 1.27824 0.14960 0.87079  -0.7059
O 0.25297 1.85638 -2.05933  -0.4888
O 0.34512 -0.99257 -0.79127  -0.5861
H -1.02810 -0.89862 1.95993  0.2376
H -1.13646 0.65746 1.28140  0.2228
H -1.82369 -0.64824 0.28838  0.2486
H 0.62918 2.93281 -0.38454  0.1367
H 2.03385 2.23316 -1.59576  0.1334
H 2.04361 0.26076 0.28368  0.4985

Results
Electronic energy ... -343.5945 Eh
Kohn-Sham gap ... 10.8 eV
Energy above the lowest of the compared OMol25 structures with the same formula, charge and spin ... 157.6 kJ/mol
Charge ... 0
SMILES string ... CC(=O)O.C=O

# 2
Entry from the OMol25 dataset: 2 unconnected molecules or ions with the total composition C3H6O3 (ωB97M-V/def2-TZVPD).

Each line ends with the natural charge from an NBO analysis.
Cartesian coordinates (Å):
C 0.84663 -0.86280 -0.00790  -0.0973
C 1.08734 0.58672 0.46293  0.5503
C 0.69084 1.51616 -0.60979  -0.7241
O 1.42087 0.82196 1.60709  -0.4523
O 1.68839 -1.68154 -0.33812  -0.3041
O -2.26619 -1.44916 0.06948  -0.9146
H -0.23863 -0.96565 0.10490  0.2558
H 1.41803 1.80112 -1.33496  0.2635
H 0.56933 2.52844 -0.11603  0.2248
H -0.39118 1.17633 -0.81080  0.2600
H -2.69571 -1.13727 0.78307  0.4668
H -2.12971 -2.33432 0.19012  0.4712

Results
Electronic energy ... -343.4462 Eh
Multiplicity ... 3
Kohn-Sham gap (alpha / beta) ... 6.7 / 8.3 eV
Energy above the lowest of the compared OMol25 structures with the same formula, charge and spin ... 0.0 kJ/mol
Charge ... 0
<S²> ... 2.0089

- Look up the charge of the second one.
  0